Record 1
# C4H7O2

A gas-phase ion, C4H7O2 (charge +1) at a distorted geometry (ωB97M-V/def2-TZVPD, the OMol25 dataset).

Atoms and positions in Å:
C1 -1.033 -0.606 -0.010
C2 1.447 0.218 0.420
C3 1.518 -0.919 -0.491
C4 -1.778 0.648 0.337
O1 -1.049 -1.723 0.166
O2 0.418 -0.058 -0.465
H1 1.310 0.053 1.447
H2 2.000 1.123 0.055
H3 2.048 -1.028 -1.431
H4 1.510 -1.960 -0.096
H5 -1.170 1.511 0.036
H6 -2.854 0.554 0.162
H7 -1.752 0.700 1.436

Charge: +1
Kohn-Sham gap (eV): 12.967
E_HOMO (Ha): -0.63058
LUMO energy (hartree): -0.154
Relative energy (zero: lowest compared OMol25 entry of this formula, charge and spin) (kJ/mol): 182.7

***

Record 2
# CH5BrN2

A single CH5BrN2 molecule at a distorted geometry (ωB97M-V/def2-TZVPD, the OMol25 dataset).

Atoms and positions in Å:
C1 0.806 -0.865 -0.249
N1 -0.325 1.056 0.249
N2 0.494 0.485 -0.504
Br1 -2.425 0.021 -0.089
H1 0.109 -1.334 0.427
H2 0.924 -1.284 -1.199
H3 1.843 -0.832 0.325
H4 -0.638 1.988 -0.103
H5 -0.787 0.764 1.142

Kohn-Sham gap (spin up / spin down) (eV): 7.755 / 7.756
E_HOMO (spin up / spin down) (Ha): -0.31222 / -0.31223
LUMO energy (spin up / spin down) (hartree): -0.027 / -0.027
Relative energy (zero: lowest compared OMol25 entry of this formula, charge and spin) (kJ/mol): 87.1

***

Record 3
# C31H51BCl2IN4O7P2

2 unconnected molecules or ions with the total composition C31H51BCl2IN4O7P2 at a distorted geometry (ωB97M-V/def2-TZVPD, the OMol25 dataset).

Atoms and positions in Å:
C1 4.026 5.263 -5.837
C2 3.407 3.881 -5.353
B1 4.250 3.196 -4.169
O1 5.617 2.939 -4.425
C3 3.622 2.751 -2.740
C4 4.218 3.483 -1.562
C5 5.295 4.610 -1.799
C6 4.636 5.969 -2.334
C7 3.910 6.790 -1.221
O2 4.571 7.453 -0.469
O3 2.522 6.730 -1.214
C8 3.728 3.070 -0.222
C9 4.375 3.770 1.037
C10 3.523 4.999 1.566
O4 4.301 6.094 2.081
C11 4.607 5.813 3.418
O5 4.868 6.698 4.171
C12 2.692 2.042 -0.134
C13 2.188 1.683 1.314
C14 2.920 0.380 1.828
C15 2.360 -0.192 3.186
C16 1.116 -1.114 2.946
C17 1.133 -2.094 1.852
C18 -0.059 -2.923 1.608
C19 -1.209 -2.723 2.492
C20 -1.215 -1.772 3.617
C21 -0.032 -0.938 3.859
N1 2.183 1.407 -1.280
P1 0.977 0.124 -0.781
O6 0.929 -1.089 -1.919
I1 -1.203 1.345 -0.707
C22 2.576 1.724 -2.586
C23 1.988 1.045 -3.850
Cl1 0.153 1.043 -3.963
C24 2.692 -0.305 -4.324
C25 3.747 -0.909 -3.311
Cl2 1.518 -1.577 -4.938
H1 3.891 5.381 -6.941
H2 3.447 6.093 -5.345
H3 5.091 5.357 -5.501
H4 2.339 3.977 -5.012
H5 3.441 3.147 -6.218
H6 6.000 2.507 -3.635
H7 5.793 4.916 -0.833
H8 6.137 4.267 -2.454
H9 3.977 5.812 -3.225
H10 5.513 6.599 -2.662
H11 2.263 7.084 -0.335
H12 4.331 2.985 1.852
H13 5.468 3.973 0.911
H14 2.794 5.280 0.767
H15 2.895 4.617 2.429
H16 4.628 4.739 3.753
H17 1.059 1.624 1.369
H18 2.434 2.497 2.056
H19 3.998 0.676 2.022
H20 2.983 -0.381 0.999
H21 2.164 0.682 3.862
H22 3.191 -0.816 3.634
H23 2.005 -2.234 1.166
H24 -0.036 -3.638 0.752
H25 -2.135 -3.322 2.323
H26 -2.087 -1.652 4.295
H27 0.045 -0.172 4.670
H28 0.042 -1.197 -2.322
H29 2.178 1.761 -4.705
H30 3.307 -0.086 -5.245
H31 3.306 -1.557 -2.516
H32 4.389 -1.598 -3.939
H33 4.466 -0.139 -2.914
O7 -4.578 -4.454 1.743
P2 -6.075 -4.509 1.419
N2 -6.592 -4.460 3.061
C26 -6.437 -5.565 3.988
C27 -6.286 -3.199 3.728
N3 -6.049 -6.072 0.732
C28 -6.773 -7.233 1.208
C29 -4.800 -6.506 0.109
N4 -7.790 -4.466 0.927
C30 -7.952 -3.592 -0.249
C31 -8.933 -4.276 1.811
H34 -6.950 -5.344 4.929
H35 -5.385 -5.792 4.203
H36 -6.926 -6.468 3.628
H37 -6.686 -2.363 3.142
H38 -5.207 -3.051 3.847
H39 -6.754 -3.142 4.713
H40 -6.234 -7.743 2.013
H41 -6.915 -7.955 0.398
H42 -7.777 -6.988 1.555
H43 -4.079 -6.860 0.856
H44 -4.344 -5.690 -0.452
H45 -4.978 -7.310 -0.611
H46 -7.856 -2.537 0.027
H47 -8.920 -3.745 -0.731
H48 -7.185 -3.817 -0.997
H49 -8.930 -3.298 2.302
H50 -8.992 -5.058 2.567
H51 -9.864 -4.357 1.240

Charge: +1
Kohn-Sham gap (eV): 5.009
E_HOMO (Ha): -0.34960
LUMO energy (hartree): -0.166

***

Record 4
# C36H75N10O16

8 unconnected molecules or ions with the total composition C36H75N10O16 at a distorted geometry (ωB97M-V/def2-TZVPD, the OMol25 dataset).

Atoms and positions in Å:
C1 -2.205 2.773 3.969
C2 -3.522 1.826 4.210
C3 -4.695 1.962 3.071
C4 -4.139 1.922 1.513
C5 -2.968 0.751 1.280
C6 -3.044 0.088 -0.216
C7 -4.045 -1.199 -0.365
C8 -4.896 -1.589 0.980
C9 -4.109 -2.536 2.060
C10 -2.559 -2.901 1.674
C11 -1.973 -3.803 2.954
C12 -0.783 -4.845 2.527
C13 0.716 -4.429 3.138
C14 1.668 -3.971 1.884
C15 3.280 -4.138 2.135
C16 4.203 -3.046 1.267
C17 4.077 -3.341 -0.375
C18 4.057 -1.913 -1.163
C19 3.051 -1.798 -2.438
C20 1.955 -2.796 -3.126
N1 1.605 -4.181 -2.635
C21 0.597 -3.953 -1.688
O1 -0.329 -3.624 -0.745
N2 1.273 -2.204 -4.341
C22 1.919 -0.829 -4.428
N3 2.928 -0.554 -3.335
O2 3.715 0.501 -3.061
C23 2.983 1.775 -3.096
C24 2.219 2.139 -1.653
C25 0.971 1.126 -1.314
C26 3.402 2.184 -0.520
C27 3.085 3.121 0.786
C28 1.529 3.616 0.931
C29 3.405 2.169 2.123
H1 -2.276 3.500 3.054
H2 -2.058 3.455 4.937
H3 -1.269 2.056 3.951
H4 -3.960 2.131 5.278
H5 -3.195 0.704 4.303
H6 -5.397 1.019 3.189
H7 -5.342 2.952 3.231
H8 -5.001 1.865 0.716
H9 -3.616 2.981 1.341
H10 -2.923 -0.013 2.166
H11 -1.939 1.355 1.323
H12 -1.940 -0.140 -0.607
H13 -3.441 0.949 -0.941
H14 -3.457 -2.118 -0.848
H15 -4.852 -0.899 -1.191
H16 -5.835 -2.224 0.605
H17 -5.362 -0.656 1.537
H18 -4.145 -2.003 3.127
H19 -4.742 -3.537 2.207
H20 -1.937 -1.913 1.542
H21 -2.555 -3.554 0.682
H22 -2.884 -4.477 3.332
H23 -1.621 -3.057 3.785
H24 -1.039 -5.882 3.060
H25 -0.745 -5.089 1.375
H26 1.176 -5.346 3.708
H27 0.560 -3.479 3.827
H28 1.485 -2.852 1.567
H29 1.398 -4.671 0.955
H30 3.679 -5.246 2.032
H31 3.471 -3.844 3.276
H32 5.313 -3.029 1.643
H33 3.747 -1.982 1.559
H34 3.123 -4.006 -0.493
H35 5.062 -3.962 -0.636
H36 3.863 -1.044 -0.404
H37 5.162 -1.738 -1.581
H38 0.537 -2.655 -4.930
H39 1.640 -0.064 -5.271
H40 3.810 2.629 -3.211
H41 2.269 1.909 -4.023
H42 1.788 3.239 -1.821
H43 0.743 0.329 -2.141
H44 1.131 0.673 -0.236
H45 -0.014 1.795 -1.229
H46 4.369 2.625 -1.063
H47 3.685 1.113 -0.142
H48 3.868 4.012 0.792
H49 1.491 4.319 1.895
H50 1.115 4.232 0.025
H51 0.864 2.676 1.215
H52 4.580 2.076 2.274
H53 3.022 1.053 1.943
H54 2.846 2.552 3.092
C30 -7.135 -4.050 -2.199
N4 -8.102 -3.529 -1.195
O3 -8.929 -4.327 -0.738
O4 -8.004 -2.333 -0.894
H55 -7.337 -5.110 -2.366
H56 -7.277 -3.480 -3.119
H57 -6.131 -3.907 -1.794
C31 5.213 5.747 4.146
N5 4.088 4.994 4.762
O5 4.185 4.713 5.962
O6 3.139 4.707 4.023
H58 5.974 5.931 4.907
H59 5.617 5.134 3.337
H60 4.811 6.690 3.767
C32 2.457 6.265 -3.679
N6 3.169 6.572 -2.409
O7 3.981 7.505 -2.427
O8 2.894 5.867 -1.431
H61 2.795 6.959 -4.451
H62 2.699 5.236 -3.952
H63 1.387 6.386 -3.494
C33 4.837 3.183 -6.137
N7 4.070 4.283 -6.784
O9 4.437 4.644 -7.908
O10 3.121 4.751 -6.144
H64 5.639 2.870 -6.809
H65 5.247 3.573 -5.203
H66 4.143 2.361 -5.954
C34 8.502 0.584 -4.191
N8 7.735 1.683 -4.837
O11 8.102 2.045 -5.961
O12 6.786 2.151 -4.198
H67 9.304 0.270 -4.863
H68 8.913 0.973 -3.257
H69 7.808 -0.239 -4.008
C35 -4.861 -8.323 -1.037
N9 -5.628 -7.224 -1.683
O13 -5.261 -6.862 -2.807
O14 -6.577 -6.756 -1.043
H70 -4.060 -8.637 -1.709
H71 -4.451 -7.934 -0.103
H72 -5.555 -9.146 -0.854
C36 -8.794 2.546 4.150
N10 -8.081 2.853 5.419
O15 -7.270 3.786 5.402
O16 -8.357 2.148 6.397
H73 -8.455 3.240 3.378
H74 -8.551 1.517 3.876
H75 -9.863 2.667 4.334

Charge: +1
Kohn-Sham gap (eV): 7.694
E_HOMO (Ha): -0.43640
LUMO energy (hartree): -0.154
Relative energy (zero: lowest compared OMol25 entry of this formula, charge and spin) (kJ/mol): 1375.1

***

Record 5
# CH6O4

3 unconnected molecules or ions with the total composition CH6O4 at a distorted geometry (ωB97M-V/def2-TZVPD, the OMol25 dataset).

Atoms and positions in Å:
O1 -1.133 0.116 0.405
C1 -1.381 -0.937 0.867
O2 -0.333 -1.853 0.765
H1 -2.168 -1.319 1.370
H2 0.580 -1.259 0.237
O3 1.216 -0.461 -0.590
H3 1.082 -1.072 -1.231
H4 0.625 0.412 -0.627
O4 0.998 2.541 -1.012
H5 1.773 2.892 -0.581
H6 0.406 3.222 -0.908

Kohn-Sham gap (eV): 10.551
E_HOMO (Ha): -0.36685
LUMO energy (hartree): 0.021
Relative energy (zero: lowest compared OMol25 entry of this formula, charge and spin) (kJ/mol): 177.5
SMILES string: O=CO.O.O

***

Record 6
# C46H120N8O12

12 unconnected molecules or ions with the total composition C46H120N8O12 at a distorted geometry (ωB97M-V/def2-TZVPD, the OMol25 dataset).

Atoms and positions in Å:
C1 2.559 5.328 3.480
C2 2.280 3.810 3.437
C3 1.112 3.567 2.476
C4 3.593 3.181 2.936
C5 3.665 1.659 3.082
C6 3.397 1.344 4.569
C7 2.076 1.871 5.110
C8 0.967 1.014 4.512
C9 2.162 1.731 6.617
N1 2.029 3.315 4.799
O1 0.875 3.900 5.383
H1 1.731 5.797 4.025
H2 3.480 5.648 3.958
H3 2.404 5.686 2.462
H4 0.336 4.322 2.630
H5 1.437 3.598 1.435
H6 0.598 2.622 2.642
H7 3.797 3.413 1.889
H8 4.368 3.646 3.547
H9 2.999 1.148 2.382
H10 4.667 1.304 2.832
H11 4.268 1.715 5.117
H12 3.478 0.258 4.679
H13 0.788 0.069 5.035
H14 1.107 0.691 3.477
H15 -0.008 1.511 4.534
H16 2.260 0.696 6.949
H17 1.224 2.001 7.122
H18 2.889 2.418 7.047
H19 1.252 4.492 6.044
C10 1.980 -1.089 -2.247
C11 0.933 -0.586 -1.253
C12 -0.327 -1.471 -1.496
C13 1.460 -0.858 0.149
C14 0.604 -0.308 1.306
C15 0.342 1.170 1.017
C16 -0.014 1.656 -0.391
C17 -1.525 1.589 -0.652
C18 0.400 3.113 -0.469
N2 0.728 0.854 -1.371
O2 0.622 1.335 -2.682
H20 2.772 -0.341 -2.331
H21 2.390 -2.062 -1.978
H22 1.580 -1.211 -3.258
H23 -0.992 -1.489 -0.626
H24 -0.859 -1.312 -2.433
H25 0.004 -2.517 -1.488
H26 1.661 -1.922 0.301
H27 2.423 -0.354 0.291
H28 -0.299 -0.911 1.448
H29 1.222 -0.416 2.197
H30 1.307 1.598 1.324
H31 -0.331 1.594 1.770
H32 -1.929 0.574 -0.595
H33 -1.808 2.001 -1.623
H34 -2.109 2.135 0.096
H35 1.451 3.316 -0.243
H36 -0.080 3.711 0.313
H37 0.143 3.534 -1.441
H38 -0.210 0.973 -3.049
C19 -2.477 4.994 1.292
O3 -2.723 4.557 -0.057
C20 -4.069 4.747 -0.442
C21 -4.402 3.877 -1.664
C22 -3.395 4.142 -2.769
N3 -5.786 4.070 -2.148
H39 -1.535 4.471 1.482
H40 -3.187 4.518 1.968
H41 -2.317 6.069 1.336
H42 -4.736 4.492 0.389
H43 -4.235 5.791 -0.742
H44 -4.393 2.805 -1.441
H45 -3.236 5.206 -2.958
H46 -3.707 3.643 -3.687
H47 -2.429 3.726 -2.479
H48 -6.399 3.843 -1.371
H49 -5.915 5.057 -2.362
C23 3.094 -6.510 -2.587
O4 1.875 -5.900 -2.906
C24 1.732 -5.439 -4.246
C25 0.729 -4.318 -4.266
C26 -0.559 -4.678 -3.486
N4 0.382 -4.002 -5.669
H50 3.188 -7.446 -3.147
H51 3.102 -6.777 -1.529
H52 3.972 -5.868 -2.705
H53 2.711 -5.121 -4.623
H54 1.461 -6.325 -4.836
H55 1.129 -3.449 -3.737
H56 -1.374 -3.961 -3.509
H57 -0.306 -4.927 -2.450
H58 -0.894 -5.657 -3.854
H59 -0.199 -3.164 -5.621
H60 -0.235 -4.779 -5.895
C27 -2.538 -6.056 3.144
O5 -2.659 -5.218 2.016
C28 -2.857 -3.848 2.295
C29 -3.265 -3.146 1.018
C30 -3.307 -1.626 1.206
N5 -4.595 -3.550 0.536
H61 -3.345 -5.999 3.879
H62 -1.562 -5.987 3.631
H63 -2.601 -7.057 2.715
H64 -3.539 -3.735 3.147
H65 -1.907 -3.418 2.652
H66 -2.550 -3.363 0.221
H67 -2.255 -1.317 1.217
H68 -3.689 -1.327 2.182
H69 -3.772 -1.141 0.354
H70 -4.797 -4.548 0.638
H71 -5.305 -3.186 1.173
C31 0.707 -4.680 1.489
O6 1.932 -4.009 1.640
C32 2.839 -4.387 0.629
C33 4.120 -3.605 0.712
C34 5.112 -4.025 -0.398
N6 4.851 -3.774 1.978
H72 0.849 -5.758 1.372
H73 0.155 -4.316 0.608
H74 0.042 -4.405 2.306
H75 2.965 -5.480 0.575
H76 2.349 -4.265 -0.353
H77 3.896 -2.530 0.667
H78 4.727 -3.698 -1.371
H79 5.197 -5.107 -0.393
H80 5.997 -3.408 -0.264
H81 4.206 -3.563 2.744
H82 5.474 -2.972 2.103
C35 -3.778 1.326 -3.753
O7 -2.635 0.558 -4.046
C36 -2.045 0.783 -5.302
C37 -1.016 -0.282 -5.633
C38 -0.504 -0.191 -7.056
N7 -1.541 -1.692 -5.448
H83 -4.492 1.218 -4.577
H84 -3.609 2.386 -3.556
H85 -4.238 0.871 -2.877
H86 -2.807 0.799 -6.093
H87 -1.513 1.743 -5.292
H88 -0.186 -0.142 -4.931
H89 0.277 -0.919 -7.266
H90 -0.136 0.820 -7.255
H91 -1.270 -0.368 -7.818
H92 -2.119 -1.728 -6.293
H93 -2.264 -1.574 -4.729
C39 -4.017 2.088 2.127
O8 -4.084 2.822 3.324
C40 -3.092 2.362 4.226
C41 -2.742 3.410 5.293
C42 -2.285 4.752 4.752
N8 -1.826 2.888 6.294
H94 -4.905 2.367 1.558
H95 -4.068 1.010 2.311
H96 -3.133 2.296 1.512
H97 -3.470 1.445 4.689
H98 -2.127 2.126 3.754
H99 -3.696 3.597 5.798
H100 -2.301 5.463 5.578
H101 -3.039 5.092 4.041
H102 -1.331 4.773 4.227
H103 -1.896 1.910 6.541
H104 -0.860 3.064 6.032
C43 4.295 -0.255 -5.171
O9 4.252 -0.707 -6.523
H105 4.812 -0.988 -4.541
H106 4.967 0.598 -5.152
H107 3.283 -0.105 -4.802
H108 3.825 -1.563 -6.598
C44 -4.146 -2.180 -2.418
O10 -5.062 -3.243 -2.237
H109 -4.179 -1.867 -3.462
H110 -4.416 -1.393 -1.706
H111 -3.120 -2.539 -2.254
H112 -4.847 -3.568 -1.333
C45 3.157 3.249 -3.719
O11 3.390 2.191 -2.790
H113 2.904 2.841 -4.700
H114 2.368 3.910 -3.347
H115 4.081 3.827 -3.743
H116 2.529 1.766 -2.665
C46 4.614 -0.278 2.664
O12 5.641 -1.192 3.054
H117 4.843 0.412 1.848
H118 3.739 -0.823 2.312
H119 4.376 0.288 3.564
H120 6.367 -0.697 3.444

Kohn-Sham gap (eV): 8.863
E_HOMO (Ha): -0.31265
LUMO energy (hartree): 0.013
Relative energy (zero: lowest compared OMol25 entry of this formula, charge and spin) (kJ/mol): 499.3
SMILES string: CC1(C)CCCC(C)(C)N1O.CC1(C)CCCC(C)(C)N1O.COC[C@H](C)N.COC[C@H](C)N.COC[C@H](C)N.COC[C@H](C)N.COC[C@H](C)N.COC[C@H](C)N.CO.CO.CO.CO